The following is a DFT calculation (the ωB97M-V functional and the def2-TZVPD basis) of a 3-piece molecular cluster, C2H11NO2 overall at a distorted geometry.

Summary:
- Relative energy (zero: lowest compared OMol25 entry of this formula, charge and spin): 1.227 eV
- Spin multiplicity: 1
- Energy: -7836.69980 eV
- HOMO level: -9.0 eV
- Gap between HOMO and LUMO: 9.6 eV

Each line ends with the natural charge from an NBO analysis.
Geometry (Å):
C1 0.121 1.079 2.600  -0.421
N1 1.529 1.378 2.405  -0.619
C2 2.033 0.956 1.090  -0.419
H1 -0.425 1.926 2.183  0.192
H2 -0.249 0.117 2.229  0.168
H3 -0.128 1.094 3.663  0.200
H4 2.130 0.938 3.099  0.348
H5 2.210 -0.105 0.875  0.167
H6 2.989 1.444 0.893  0.196
H7 1.292 1.338 0.385  0.188
O1 -1.820 2.176 -4.844  -0.931
H8 -1.458 2.211 -3.956  0.465
H9 -1.236 2.797 -5.319  0.466
O2 -1.430 -5.108 -0.532  -0.932
H10 -0.913 -4.540 0.052  0.466
H11 -1.769 -5.780 0.036  0.465



The following is a DFT calculation (the ωB97M-V functional and the def2-TZVPD basis) of C2H11NO2 as an isolated structure at a distorted geometry.

Summary:
- Relative energy (zero: lowest compared OMol25 entry of this formula, charge and spin): 0.799 eV
- Spin multiplicity: 1
- Energy: -7837.12721 eV
- HOMO level: -9.8 eV
- Gap between HOMO and LUMO: 10.6 eV

Each line ends with the natural charge from an NBO analysis.
Geometry (Å):
H1 1.222 -0.508 0.208  0.461
O1 2.291 -0.062 0.094  -1.091
N1 0.055 -0.998 -0.181  -0.780
H2 2.924 -0.577 0.619  0.462
H3 0.287 -1.143 -1.159  0.390
C1 -1.148 -0.135 -0.172  -0.220
H4 -0.946 0.646 -0.890  0.216
H5 -1.254 0.321 0.811  0.208
H6 -0.183 -1.858 0.298  0.379
C2 -2.428 -0.901 -0.445  -0.627
H7 -3.269 -0.220 -0.505  0.226
H8 -2.324 -1.465 -1.384  0.198
H9 -2.630 -1.740 0.228  0.205
O2 0.699 2.142 0.653  -0.991
H10 1.257 1.340 0.533  0.500
H11 1.195 2.840 0.215  0.465



The following is a DFT calculation (the ωB97M-V functional and the def2-TZVPD basis) of a 3-piece molecular cluster, C2H11NO2 overall at a distorted geometry.

Summary:
- Relative energy (zero: lowest compared OMol25 entry of this formula, charge and spin): 3.051 eV
- Spin multiplicity: 2
- Charge: +1
- Energy: -7825.65787 eV
- Expectation value of S²: 0.7554
- HOMO level (spin up / spin down): -14.1 / -14.1 eV
- Gap between HOMO and LUMO (spin up / spin down): 10.1 / 4.2 eV

Each line ends with the Mulliken spin population.
Geometry (Å):
C1 0.057 -1.854 -0.363  0.035
C2 0.103 -0.771 0.787  0.021
N1 -0.748 0.405 0.851  0.730
H1 -0.698 -2.680 0.027  0.009
H2 0.899 -2.458 -0.465  0.011
H3 -0.198 -1.241 -1.210  -0.003
H4 1.055 -0.553 0.662  0.027
H5 -0.224 -1.387 1.682  0.102
H6 -1.205 0.302 -0.121  -0.009
H7 -0.400 1.315 0.849  0.001
H8 -2.932 1.833 3.247  -0.004
H9 -2.521 1.176 1.813  -0.008
O1 -3.196 1.202 2.510  0.086
H10 3.654 1.340 -4.144  0.000
H11 2.739 1.857 -2.933  0.000
O2 3.614 1.514 -3.191  0.000



The following is a DFT calculation (the ωB97M-V functional and the def2-TZVPD basis) of a 4-piece molecular cluster, C2H11NO3 overall at a distorted geometry.

Summary:
- Relative energy (zero: lowest compared OMol25 entry of this formula, charge and spin): 1.620 eV
- Spin multiplicity: 1
- Energy: -9883.58007 eV
- HOMO level: -7.9 eV
- Gap between HOMO and LUMO: 8.5 eV

Each line ends with the natural charge from an NBO analysis.
Geometry (Å):
C1 1.989 0.363 -0.695  -0.586
C2 1.343 1.553 -0.896  0.035
N1 -0.001 1.539 -0.519  -0.841
H1 1.419 -0.341 -0.055  0.181
H2 2.882 0.106 -1.255  0.211
H3 1.614 2.546 -1.397  0.202
H4 -0.521 0.722 -0.560  0.409
H5 -0.666 2.314 -0.580  0.377
O1 -1.041 -0.171 2.563  -0.938
H6 -0.659 0.645 2.894  0.467
H7 -0.247 -0.623 2.198  0.472
O2 0.142 -2.712 -0.915  -0.933
H8 0.913 -2.084 -0.987  0.472
H9 0.403 -3.174 -0.130  0.460
O3 -2.149 -0.133 0.028  -0.943
H10 -2.742 0.239 0.689  0.481
H11 -2.677 -0.788 -0.383  0.473